Computed, not measured: C5H2O in the gas phase, with ωB97M-V with the def2-TZVPD basis set.

Geometry as XYZ:
```
8
Properties=species:S:1:pos:R:3:forces:R:3:mulliken_charge:R:1
O -1.298995 -1.342193 1.011026 0.319 0.570 -0.074 -0.463
C -0.821162 -0.264160 0.801787 -0.425 -0.498 0.441 0.425
C -0.704402 0.421950 -0.907567 -0.031 0.299 -0.633 -0.018
C 0.271669 1.109084 -1.410671 -0.161 -0.234 0.203 -0.574
C 0.925304 0.405757 -0.408305 0.161 -0.162 0.454 0.759
C 0.975088 -0.249160 0.677243 0.145 0.047 -0.154 -0.822
H -1.041219 0.691061 1.300794 -0.002 -0.105 -0.044 0.331
H 1.501013 -0.913738 1.337772 -0.005 0.083 -0.193 0.362
```
Positions in Å, forces in eV/Å.

Properties
* orbital gap: 8.55 eV
* spin multiplicity: 1
* net charge: 0
* relative energy (zero: lowest compared OMol25 entry of this formula, charge and spin): 4.376 eV
* lowest unoccupied orbital energy: -0.0494 hartree

=====

Computed, not measured: a molecular structure, C10H19BF8OP2Tc, with ωB97M-V with the def2-TZVPD basis set.

Geometry as XYZ:
```
42
Properties=species:S:1:pos:R:3:forces:R:3:mulliken_spin:R:1
Tc -0.175933 -0.374664 -0.207041 -0.121 0.412 -1.133 1.003
C 0.686027 -0.028549 3.269748 -0.003 0.035 0.066 0.003
P -0.726211 -0.375529 2.205591 0.167 -0.282 -0.236 -0.058
C -1.601273 -1.782296 2.912824 -0.017 0.057 0.049 0.011
C -1.869078 1.051327 2.262538 -0.026 0.183 -0.069 -0.014
C -1.426294 2.288027 1.448305 -0.044 -0.135 0.128 0.013
P -0.780714 1.929500 -0.230090 0.013 -0.338 0.107 -0.030
C -1.946862 2.427416 -1.500179 -0.081 0.081 0.032 0.003
C 0.718015 2.892067 -0.464080 0.022 0.146 -0.001 0.000
H 0.312778 0.249833 4.257702 0.078 -0.024 0.026 -0.001
H 1.304800 0.778573 2.877912 -0.031 0.017 -0.005 -0.003
H 1.300321 -0.925068 3.357605 0.007 0.002 0.014 0.002
H -1.891431 -1.532741 3.935483 -0.004 -0.053 0.013 -0.001
H -0.948762 -2.655123 2.930460 0.013 0.003 0.000 0.001
H -2.494407 -2.018945 2.334884 0.000 0.014 -0.003 0.001
H -1.993521 1.309822 3.317262 -0.043 0.094 -0.018 0.001
H -2.830787 0.685839 1.903048 -0.008 0.019 0.046 -0.001
H -0.639578 2.839337 1.967012 0.027 -0.027 0.011 0.002
H -2.267410 2.973754 1.330382 -0.014 0.026 0.079 -0.002
H -1.984659 3.518630 -1.522925 -0.038 -0.003 -0.032 -0.001
H -2.934699 2.028045 -1.283273 -0.032 0.019 -0.018 0.000
H -1.616191 2.062263 -2.473051 0.029 0.023 0.003 0.000
H 0.482108 3.949200 -0.316809 0.069 0.002 -0.026 -0.001
H 1.092947 2.749944 -1.478437 0.008 0.013 0.003 0.000
H 1.486445 2.589728 0.247359 0.009 0.026 0.000 -0.002
C 1.937410 -1.787805 -3.596046 -0.079 0.144 -0.163 0.003
C 1.750929 -1.510118 -2.125626 -0.492 0.117 0.038 0.012
O 0.507224 -0.839285 -1.825392 0.615 -0.360 0.295 0.038
C 1.591523 -2.825733 -1.339851 0.154 0.263 0.199 -0.002
F 0.579285 -3.533835 -1.787705 0.005 -0.071 -0.068 0.000
F 1.249444 -2.435015 -0.042697 -0.187 -0.355 0.378 0.004
F 2.676212 -3.550717 -1.275489 -0.019 0.017 0.052 0.000
C 2.847590 -0.580906 -1.562351 0.167 -0.036 -0.007 0.007
F 2.938118 0.510708 -2.312485 -0.003 -0.004 0.056 0.001
F 4.018771 -1.169582 -1.477205 -0.046 0.037 0.003 0.002
F 2.497020 -0.149381 -0.301662 -0.048 -0.016 -0.048 0.004
H 1.097198 -2.366895 -3.971884 0.007 -0.026 0.005 -0.002
H 2.857178 -2.356458 -3.737464 0.003 -0.002 0.004 0.000
H 2.011091 -0.856607 -4.152031 0.000 -0.002 -0.009 -0.001
F -2.372928 -2.143595 -0.884944 -0.075 0.239 -0.053 0.006
B -2.199798 -0.911136 -0.459613 0.035 0.018 0.326 0.003
F -3.241914 -0.124050 -0.229786 -0.017 -0.271 -0.046 -0.001
```
Positions in Å, forces in eV/Å.

Properties
* expectation value of S²: 0.760
* orbital gap (alpha / beta): 7.46 / 7.70 eV
* spin multiplicity: 2
* net charge: +2
* relative energy (zero: lowest compared OMol25 entry of this formula, charge and spin): 0.467 eV
* lowest unoccupied orbital energy (alpha / beta): -0.3579 / -0.3433 hartree

=====

Computed, not measured: a molecular structure, C25H17GdN3O4S2, with ωB97M-V with the def2-TZVPD basis set.

Geometry as XYZ:
```
52
Properties=species:S:1:pos:R:3:forces:R:3:mulliken_spin:R:1
Gd 0.280969 0.351838 -0.392485 1.254 -0.464 -1.338 6.588
O -1.060647 -3.737881 -2.261848 -1.081 -0.469 0.344 0.000
C -0.878950 -2.633531 -1.583074 1.386 0.230 -0.709 0.015
O 0.129986 -1.955503 -1.734710 -0.434 0.098 0.347 0.022
C -1.909886 -2.270914 -0.607110 -1.091 0.395 1.140 -0.022
C -2.931945 -3.097483 -0.122728 0.937 0.234 -0.754 -0.002
C -3.690761 -2.639270 0.933533 -0.072 0.633 0.490 0.000
C -3.436964 -1.384832 1.490510 -0.005 -0.334 -0.308 -0.002
C -2.438608 -0.604804 0.921629 0.094 -0.025 -0.036 -0.009
N -1.702705 -1.042294 -0.098915 -0.683 -0.776 0.095 0.024
C -1.947083 0.775661 1.414091 0.245 0.217 0.355 -0.006
O -2.551971 1.044827 2.659624 -0.516 -0.168 -0.175 0.002
O -0.593956 0.698587 1.529014 -0.525 0.216 0.660 0.024
H -0.314326 -3.887825 -2.843402 0.515 -0.012 -0.351 0.000
H -3.090005 -4.076067 -0.547022 0.023 -0.070 -0.061 0.000
H -4.467071 -3.263746 1.344660 -0.105 -0.077 0.064 0.000
H -3.984267 -1.017684 2.345684 -0.011 0.042 0.010 0.000
H -1.846039 1.308624 3.252340 0.298 0.063 0.124 0.001
S -0.018276 5.103397 0.625683 0.297 -0.498 0.082 0.001
C 1.685557 4.757500 0.668504 -0.120 -0.349 -0.129 0.000
C 2.755190 5.609090 0.923685 0.059 -0.082 -0.047 0.001
C 4.029460 5.077223 0.881468 -0.072 0.067 0.015 0.000
C 4.240625 3.724137 0.595288 -0.038 -0.028 -0.005 0.000
C 3.185809 2.872838 0.348032 0.029 -0.026 -0.009 0.004
C 1.891333 3.394274 0.383802 0.336 0.507 0.237 0.003
N 0.739133 2.677684 0.174346 -0.995 0.524 -0.045 0.029
C -0.334350 3.424962 0.265070 0.642 -0.138 0.138 0.000
C -1.729362 3.014832 -0.030807 -0.230 -0.140 -0.079 -0.004
C -2.407182 3.931363 -0.855213 -0.107 -0.185 0.000 -0.001
C -3.723358 3.756304 -1.233479 0.087 -0.037 0.053 0.001
C -4.410362 2.637780 -0.792070 0.108 -0.067 0.067 -0.002
C -3.759565 1.715995 0.007561 0.153 0.222 -0.127 0.009
C -2.426667 1.862647 0.409343 -0.283 0.071 -0.038 0.001
H 2.592385 6.652655 1.141381 0.013 0.105 0.031 0.000
H 4.880222 5.716052 1.072774 -0.003 0.025 0.007 0.000
H 5.249398 3.340616 0.570999 0.077 -0.019 0.000 0.000
H 3.355904 1.822123 0.130025 -0.045 0.171 0.027 -0.001
H -1.871883 4.793320 -1.221931 0.046 0.071 -0.026 0.000
H -4.201876 4.487896 -1.867668 -0.023 0.025 -0.030 0.000
H -5.442810 2.481593 -1.065206 -0.080 -0.008 -0.023 0.000
H -4.310544 0.855076 0.355806 -0.064 -0.027 0.031 0.000
S 1.037891 1.137451 -2.861342 -0.025 0.001 0.004 0.272
C 2.476587 0.270449 -2.334579 -0.285 0.154 -0.078 0.014
C 3.560991 0.168357 -3.218557 0.110 -0.200 0.339 -0.008
C 4.691527 -0.499973 -2.807740 -0.134 -0.011 0.167 0.002
C 4.738752 -1.066335 -1.530522 -0.408 0.094 0.218 0.000
C 3.633577 -0.927541 -0.709212 0.238 0.036 -0.353 -0.006
N 2.524232 -0.268810 -1.097013 0.383 -0.022 -0.157 0.054
H 3.498770 0.609850 -4.196749 -0.071 0.092 -0.140 -0.006
H 5.535900 -0.585654 -3.475920 0.071 -0.022 -0.021 0.000
H 5.609724 -1.599125 -1.186994 0.060 -0.053 0.063 0.000
H 3.612396 -1.343926 0.292142 0.041 0.016 -0.067 0.000
```
Positions in Å, forces in eV/Å.

Properties
* expectation value of S²: 16.053
* orbital gap (alpha / beta): 7.46 / 5.85 eV
* spin multiplicity: 8
* net charge: +1
* relative energy (zero: lowest compared OMol25 entry of this formula, charge and spin): 0.000 eV
* lowest unoccupied orbital energy (alpha / beta): -0.1301 / -0.1871 hartree

=====

Which maximum force belongs to each record? In order, 0.01536, 0.02356, 0.03679 Eh/bohr.